No. 1
Computed, not measured: C6H11NO in the gas phase at a distorted geometry, with ωB97M-V/def2-TZVPD.

## Properties
LUMO energy   0.87 eV
SMILES   C=CCCCNC=O
2S+1   1
Kohn-Sham gap   10.295 eV
E   -9936.5879 eV

Element x y z (Å)
1 O -2.64087 -1.08994 1.64736
2 N -0.45009 -1.55187 1.23112
3 C 0.74218 -0.50019 -0.87603
4 C 0.62261 2.72766 -1.85031
5 C -1.54295 -0.70232 1.30148
6 C 0.53158 -1.58436 0.18012
7 C 1.46592 1.92658 -1.20568
8 C 1.02016 0.85723 -0.26170
9 H 0.97567 3.34155 -2.67925
10 H -0.46458 2.76198 -1.86070
11 H 1.50639 -1.87262 0.61224
12 H -0.12800 -0.45968 -1.53850
13 H -1.36646 0.33739 1.01805
14 H 0.40241 -2.53318 -0.38358
15 H 1.81811 0.83193 0.50303
16 H 1.55664 -0.70175 -1.58439
17 H 0.20394 1.19893 0.37612
18 H -0.60586 -2.38755 1.75706
19 H 2.52728 2.07720 -1.28840

***

No. 2
Computed, not measured: C6H11NO in the gas phase at a distorted geometry, with ωB97M-V/def2-TZVPD.

## Properties
LUMO energy   0.94 eV
SMILES   C=CC[C@@H](C)NC=O
2S+1   1
Kohn-Sham gap   10.567 eV
E   -9937.2442 eV

Element x y z (Å)
1 O 2.28866 -2.75189 -0.58799
2 N 0.47676 -1.45589 -0.39350
3 C 0.64812 3.01804 -0.10787
4 C -0.41561 -0.54778 0.34773
5 C 0.77362 1.70091 -0.04121
6 C -0.40451 0.81958 -0.33685
7 C -1.80770 -1.20507 0.41993
8 C 1.69165 -1.88978 0.02644
9 H 1.68282 1.19613 0.26442
10 H 1.47526 3.69500 0.00207
11 H -1.86526 -1.77302 1.33924
12 H -2.61921 -0.50015 0.25709
13 H 2.12035 -1.34346 0.87769
14 H -0.03921 -0.52770 1.36802
15 H -1.37160 1.29751 -0.17274
16 H -0.49757 0.63525 -1.41596
17 H -1.94936 -1.89415 -0.40731
18 H 0.11466 -1.98662 -1.17261
19 H -0.30188 3.51308 -0.26660

***

No. 3
Computed, not measured: a 2-piece molecular cluster, C6H11NO overall at a distorted geometry, with ωB97M-V/def2-TZVPD.

## Properties
LUMO energy   0.86 eV
SMILES   CCc1cc[nH]c1.O
2S+1   1
Kohn-Sham gap   9.449 eV
E   -9937.5602 eV

Element x y z (Å)
1 O -0.23883 -0.11694 2.39456
2 N 1.66396 1.02162 -0.29955
3 C -0.10021 -0.25933 -0.71883
4 C 1.02003 -1.08951 -0.43942
5 C -1.53673 -0.72147 -0.76968
6 C 0.31557 1.05793 -0.57502
7 C -2.55461 0.28475 -0.19444
8 C 2.09207 -0.27531 -0.17614
9 H -3.51332 -0.23948 -0.24390
10 H -1.90692 -0.93423 -1.77556
11 H 0.61385 -0.49523 2.59668
12 H -0.09746 0.18775 1.48554
13 H 3.10975 -0.40141 0.14833
14 H 2.19176 1.80407 0.03707
15 H -0.06336 1.98288 -0.98367
16 H -2.72284 1.10016 -0.90049
17 H -1.56018 -1.64261 -0.18848
18 H 0.88176 -2.15771 -0.47749
19 H -2.26980 0.62838 0.78823

***

No. 4
Computed, not measured: C6H11NO in the gas phase, with ωB97M-V/def2-TZVPD.

## Properties
LUMO energy (spin up / spin down)   0.65 / 0.75 eV
2S+1   1
Kohn-Sham gap (spin up / spin down)   7.962 / 7.446 eV
E   -9934.1677 eV

Element x y z (Å)
1 O 2.00348 -0.35888 1.60608
2 N 0.80155 1.89005 0.52234
3 C -0.40890 -2.09951 -0.03362
4 C -1.77837 1.50687 -0.92132
5 C 0.23110 0.62168 0.35826
6 C 1.00436 -1.74288 -0.18658
7 C 1.05468 -0.48507 0.62813
8 C -1.08327 0.48117 -0.07216
9 H 1.69058 -2.48753 0.23864
10 H 0.20386 2.68362 0.37043
11 H -2.29673 2.26887 -0.32179
12 H -1.71319 -0.22483 0.43632
13 H -2.54835 1.03105 -1.53428
14 H 2.71926 -0.98642 1.44009
15 H -1.09081 2.02608 -1.59420
16 H 1.75566 2.02318 0.22672
17 H -1.08531 -2.14409 -0.87070
18 H -0.76046 -2.43169 0.93209
19 H 1.30086 -1.57166 -1.22443

***

No. 5
Computed, not measured: C6H11NO2 as an isolated structure at a distorted geometry, with ωB97M-V/def2-TZVPD.

## Properties
LUMO energy (spin up / spin down)   -0.21 / -0.21 eV
2S+1   1
Kohn-Sham gap (spin up / spin down)   7.297 / 7.301 eV
E   -11981.3722 eV

Element x y z (Å)
1 O -1.57851 -1.95200 -0.55795
2 O 0.83719 -1.16536 -1.15837
3 N -0.17331 1.05547 -1.98386
4 C 1.45059 -2.01823 -0.21347
5 C -0.67720 2.20491 0.64936
6 C -0.32935 0.75561 0.41644
7 C -0.28269 -0.12438 1.62660
8 C -1.03464 -1.12955 -1.18167
9 C -0.28140 0.27889 -0.86270
10 H -0.83494 -1.05995 1.47299
11 H -1.56107 2.29119 1.29164
12 H 0.70892 -2.56680 0.38172
13 H 2.05084 -2.74834 -0.76555
14 H -0.87537 2.74089 -0.27727
15 H -0.72868 0.38877 2.48035
16 H 0.73373 -0.40586 1.91582
17 H -0.32521 0.55513 -2.84658
18 H 0.64892 1.63998 -2.01249
19 H 0.13891 2.71881 1.17146
20 H 2.11325 -1.45917 0.45352

***

No. 6
Computed, not measured: C6H11NO3S in the gas phase at a distorted geometry, with ωB97M-V/def2-TZVPD.

## Properties
LUMO energy   0.82 eV
SMILES   COC1=NSCC1(OC)OC
2S+1   1
Kohn-Sham gap   8.807 eV
E   -24864.7288 eV

Element x y z (Å)
1 S 2.77587 -1.64824 -0.51821
2 O -0.66973 -0.46466 -1.30712
3 O -0.33468 -0.85072 0.97414
4 O 1.12503 1.68271 0.19420
5 N 2.71404 0.04127 -0.17957
6 C 2.24978 2.51863 0.40982
7 C -1.48349 -1.73824 1.08355
8 C -1.40166 0.76148 -1.05323
9 C 0.21304 -0.81849 -0.24390
10 C 1.03942 -2.07701 -0.66402
11 C 1.52941 0.45213 -0.06682
12 H -2.04086 -1.84611 0.20989
13 H -2.07312 -1.39171 1.96962
14 H -0.88127 1.57501 -0.67132
15 H 0.88913 -2.32780 -1.75369
16 H 2.03004 3.49997 0.88205
17 H 0.91994 -3.08665 -0.21622
18 H -1.15213 -2.77533 1.33710
19 H 2.58786 2.68904 -0.54341
20 H -2.41957 0.57372 -0.57935
21 H 2.96876 1.94448 0.89149
22 H -1.59191 1.19498 -2.13383

***

No. 7
Computed, not measured: an isolated ion of composition C6H11NO7 and charge +1 at a distorted geometry, with ωB97M-V/def2-TZVPD.

## Properties
LUMO energy (spin up / spin down)   -5.42 / -9.38 eV
Charge   +1
2S+1   2
Kohn-Sham gap (spin up / spin down)   10.054 / 5.313 eV
E   -22203.4035 eV
<S²>   0.76

Element x y z (Å)
1 O 0.17067 0.35829 1.50298
2 O -0.44898 0.44442 -0.62579
3 O -2.22452 0.25319 -3.75610
4 O -1.37663 -1.78789 -4.25992
5 O -0.29566 -0.14544 -1.94489
6 O -1.16353 2.14050 0.97827
7 O -1.32376 -1.03263 -2.11733
8 N -1.70607 -0.83873 -3.56341
9 C 1.43053 1.75067 -0.12140
10 C 1.70459 -0.71527 -0.00738
11 C -0.94174 1.16072 1.64775
12 C -1.81021 0.67849 2.78449
13 C 1.10454 -2.07317 0.23207
14 C 0.72985 0.48866 0.22066
15 H 2.57232 -0.56315 0.65457
16 H -2.68246 0.07095 2.50023
17 H -2.25858 1.52934 3.29114
18 H -1.21009 0.09849 3.46178
19 H 1.80261 1.62484 -1.15069
20 H 0.36218 -2.33026 -0.54712
21 H 2.07395 -0.67718 -1.01807
22 H 2.24910 1.97773 0.58182
23 H 0.64620 -2.13922 1.22271
24 H 0.70566 2.57406 -0.10762
25 H 1.89004 -2.84737 0.14128

***

No. 8
Computed, not measured: C6H11NS in the gas phase at a distorted geometry, with ωB97M-V/def2-TZVPD.

## Properties
LUMO energy (spin up / spin down)   0.55 / 0.51 eV
2S+1   1
Kohn-Sham gap (spin up / spin down)   8.596 / 7.712 eV
E   -18722.8642 eV

Element x y z (Å)
1 S -2.73133 -0.20539 -0.23527
2 N -0.03778 1.45769 -1.15728
3 C 0.75687 0.74598 -0.48005
4 C -1.17210 -0.39193 -0.89389
5 C -2.40330 0.79152 1.25065
6 C 0.13259 -0.56056 -0.07766
7 C 2.15190 1.13635 -0.08209
8 C 0.88915 -1.83186 -0.44244
9 H 2.78198 1.18941 -0.96882
10 H 1.10595 -1.85176 -1.50853
11 H 1.83216 -1.87627 0.10248
12 H -1.18101 -0.81022 -1.88689
13 H -2.01122 0.17053 2.04980
14 H 0.29847 -2.71066 -0.18555
15 H 2.14922 2.12043 0.38384
16 H -1.70055 1.56995 0.97030
17 H 2.56898 0.40770 0.60962
18 H -3.35124 1.22277 1.55427
19 H -0.07873 -0.57368 0.99750

***

ΔE to the lowest compared entry with this formula, charge and spin for the records above, in order: 180.1 116.8 86.3 413.6 472.4 376.9 0.0 253.8 kJ/mol